This record from the OMol25 dataset describes a cluster of 11 separate species, C65H185N31O10P10 in total in a non-equilibrium geometry. The level of theory is ωB97M-V with the def2-TZVPD basis set.

Geometry (Å):
H1 2.047 1.022 1.878
H2 1.074 -4.478 3.090
H3 -2.552 -9.183 -4.378
N1 1.647 5.437 1.570
N2 -2.981 2.136 6.813
H4 4.184 0.964 1.363
H5 0.365 -0.678 -4.092
N3 1.257 0.364 5.607
H6 4.738 -4.088 -8.882
H7 -1.427 -2.637 -2.447
C1 -6.652 1.513 8.226
H8 8.995 1.507 -0.356
C2 0.974 -6.799 -1.065
C3 8.117 1.162 0.231
O1 2.870 -4.538 -0.991
C4 0.282 1.273 5.102
H9 4.536 2.628 0.808
H10 3.878 -2.007 -2.253
H11 3.184 1.753 0.127
O2 -4.120 3.247 2.769
H12 -1.644 7.449 3.283
H13 3.447 -2.678 2.275
H14 4.236 1.129 3.631
H15 -3.077 -5.474 0.605
C5 -0.993 7.573 0.794
H16 -0.913 3.256 -7.810
H17 4.541 -3.986 2.132
H18 -2.059 -4.338 -1.506
H19 -8.708 3.683 2.486
H20 -3.899 3.771 5.690
H21 -5.667 6.034 2.191
N4 -3.662 -5.688 -1.472
H22 -6.492 0.114 4.477
H23 1.458 -1.684 6.095
C6 4.581 -3.191 -8.360
H24 2.832 1.019 -1.549
H25 0.503 1.051 -4.296
H26 4.424 -2.683 -0.683
C7 6.177 -0.924 -3.037
C8 -5.013 -1.996 -2.830
H27 -4.227 -4.318 0.020
C9 2.152 1.176 -2.425
H28 1.683 -7.643 -1.274
H29 0.610 -1.441 4.562
H30 -0.813 6.184 -7.897
H31 3.583 4.875 1.277
C10 0.080 3.782 -7.810
H32 1.196 -6.061 -1.869
H33 -7.551 2.102 8.463
H34 -3.041 -1.622 -1.871
H35 -4.515 -1.177 4.683
C11 -1.680 3.585 -4.173
O3 1.326 -3.946 -8.105
H36 0.166 4.237 -8.790
C12 2.770 5.713 -5.710
H37 1.999 0.073 9.227
N5 1.747 -3.992 -5.557
H38 -7.058 -1.916 -3.533
H39 2.455 5.957 -6.738
P1 0.595 4.146 -5.261
C13 1.177 -4.018 2.148
H40 0.668 -0.295 -7.121
H41 5.595 -6.180 2.245
H42 -0.294 -3.355 -5.149
H43 5.220 -0.350 3.596
C14 4.235 1.607 0.460
H44 -4.713 3.217 9.342
H45 -1.644 2.697 -3.508
H46 2.732 1.022 -3.367
N6 -5.590 2.310 7.555
H47 3.289 6.593 -5.262
H48 0.469 2.280 5.522
H49 8.744 -1.155 0.792
H50 3.575 4.924 -5.822
C15 4.236 0.042 3.801
H51 3.399 -3.326 -4.454
N7 4.301 -6.001 0.594
C16 4.679 -4.659 -6.554
H52 -6.314 1.013 9.059
C17 -3.996 0.137 -2.525
C18 -5.299 5.063 -0.495
H53 -0.460 6.647 -6.209
H54 5.934 -6.763 -0.417
H55 -7.381 5.989 1.620
H56 5.554 -2.802 -8.099
H57 -1.414 3.864 3.237
O4 0.981 2.751 -5.352
P2 2.810 0.870 5.875
H58 -5.177 1.755 -3.344
O5 -0.715 1.417 -0.671
H59 -2.056 3.360 5.427
H60 -3.089 3.080 0.122
H61 -0.082 -7.154 -1.070
P3 -3.196 -7.280 -1.691
C19 0.326 -4.256 -5.278
N8 0.144 4.766 -6.747
N9 1.864 5.124 -4.774
H62 3.884 -6.560 2.578
P4 0.780 6.511 2.558
H63 -7.632 2.361 2.678
H64 4.096 -5.009 -5.741
H65 2.004 4.234 -0.012
H66 -5.432 -8.872 -2.754
H67 4.268 0.341 9.121
H68 -6.512 -8.547 -1.384
H69 2.047 -2.227 -4.284
H70 -3.176 -9.301 0.111
C20 1.161 4.822 0.307
H71 0.238 -1.802 -8.026
H72 3.521 -0.396 3.122
C21 1.161 -7.176 1.259
H73 0.910 5.566 -0.507
C22 -2.087 2.709 7.785
H74 1.994 1.840 8.871
H75 -3.068 0.676 -2.377
H76 2.951 5.603 -3.261
H77 -4.396 -5.936 -3.961
H78 -6.995 0.707 7.510
O6 5.386 -1.050 0.844
O7 -1.877 -7.606 -1.046
H79 -2.487 3.681 8.176
C23 3.492 -3.741 2.420
C24 -3.123 2.959 5.600
N10 -5.584 1.918 1.185
H80 -4.786 6.007 -0.872
H81 3.311 3.985 -3.761
H82 3.654 -2.324 5.320
H83 0.693 9.631 1.387
H84 -2.537 5.849 3.400
N11 1.385 -6.246 0.202
N12 3.913 -3.575 -7.067
H85 -7.591 3.726 3.939
H86 1.414 -0.648 -8.761
H87 3.411 -4.098 3.448
H88 -1.474 6.532 4.772
C25 -2.830 -4.750 -2.208
H89 -6.943 0.831 0.009
H90 0.202 -7.719 1.146
H91 5.276 -3.156 -2.269
H92 -3.284 0.201 4.439
H93 -4.861 -9.255 0.523
N13 2.475 -4.423 1.644
C26 -0.462 4.330 3.502
H94 -4.180 0.931 2.318
H95 5.691 -4.272 -6.308
H96 5.053 -5.427 -1.255
H97 -3.056 -6.422 -5.102
H98 -0.662 0.906 5.474
H99 2.074 8.577 1.755
H100 -5.593 1.710 4.201
N14 5.757 -1.292 -1.698
H101 1.792 2.205 -2.418
H102 -1.419 -0.550 0.813
H103 -1.639 6.751 1.034
H104 0.311 1.539 1.482
C27 -6.390 1.761 -0.004
H105 -1.826 5.533 -6.569
H106 4.199 -1.520 6.787
H107 1.062 0.723 7.890
H108 -1.580 8.500 0.912
C28 -3.098 4.146 0.374
N15 -0.514 4.427 -4.060
H109 1.941 -7.949 1.357
N16 -4.406 -8.158 -1.133
H110 0.213 1.414 3.999
H111 -1.743 6.246 -4.053
N17 -3.083 -7.490 -3.323
H112 5.298 -1.722 5.441
H113 -0.823 -2.110 0.720
H114 0.271 4.185 0.418
H115 -1.488 -7.706 -4.640
H116 7.423 2.011 0.228
C29 -5.186 3.475 8.390
C30 -7.684 3.444 2.849
H117 -1.850 3.203 -5.214
N18 -0.802 -1.143 -1.110
C31 1.022 0.687 1.511
C32 -1.412 -1.451 0.187
C33 -5.615 -8.197 -1.945
H118 -3.334 2.403 4.731
C34 5.172 1.969 -1.619
P5 -5.166 3.478 1.756
H119 2.827 3.714 2.389
H120 -2.036 2.019 8.657
C35 4.771 -2.348 -1.654
N19 -4.496 4.511 0.652
H121 7.756 -2.056 -0.316
H122 -4.552 -7.404 -4.845
H123 -2.666 4.624 -0.505
H124 5.796 2.824 -1.395
H125 -4.776 -5.940 0.342
N20 0.254 7.669 1.557
H126 -4.370 -10.180 -0.957
H127 -0.185 -1.033 6.138
H128 6.979 -0.155 -3.079
C36 2.322 -3.303 -4.369
P6 5.917 -0.327 -0.355
H129 -4.495 4.095 7.819
C37 -4.652 0.817 1.339
H130 0.269 -4.888 -4.347
C38 -3.807 -6.751 -4.374
H131 6.469 -1.850 -3.526
N21 -6.601 4.158 2.168
H132 -1.080 2.859 7.341
H133 1.794 4.404 -2.845
H134 -5.273 4.410 -1.382
C39 -6.136 -1.318 -3.307
C40 1.199 8.675 1.171
C41 -3.930 -5.299 -0.060
N22 5.072 1.059 -0.495
C42 2.881 4.800 2.121
H135 3.954 -2.516 -8.976
H136 2.663 -1.152 1.109
N23 2.112 -1.786 -7.107
H137 -2.446 -1.794 0.108
H138 0.028 6.543 -3.923
C43 1.954 0.851 8.442
C44 -6.671 5.582 2.325
H139 3.593 -0.406 -7.563
H140 4.761 1.683 8.180
H141 5.078 0.090 7.554
C45 2.123 -1.108 0.137
P7 -4.382 1.265 7.200
H142 9.247 -1.294 -0.860
H143 -0.325 4.250 4.607
N24 3.061 0.622 7.506
H144 2.515 0.021 -6.212
H145 -2.472 4.381 1.192
C46 -5.113 0.705 -3.128
C47 5.434 -5.826 -0.329
H146 -1.356 -8.734 -3.228
H147 -6.297 5.306 -0.214
C48 0.748 -1.025 5.605
H148 -0.941 0.402 -3.500
C49 1.031 -1.096 -7.792
H149 0.373 -4.405 1.541
H150 1.584 -2.069 -0.017
H151 -2.340 -5.210 -3.099
H152 2.872 -1.023 -0.679
C50 -0.767 5.817 -6.842
H153 4.156 2.363 -1.999
H154 -0.755 7.489 -0.295
C51 0.147 0.281 -3.611
C52 -0.800 5.789 -3.659
C53 8.383 -1.183 -0.201
C54 -3.935 -1.261 -2.325
H155 -6.914 5.799 3.392
H156 -5.179 -3.072 -2.763
H157 -7.046 2.628 -0.198
O8 1.682 7.033 3.618
H158 6.212 -5.086 0.167
H159 1.217 -6.724 2.278
H160 -0.931 5.682 -2.549
N25 -0.561 5.707 3.040
H161 8.432 1.001 1.239
N26 0.958 0.282 -2.379
H162 -6.793 1.432 5.548
H163 -5.672 1.687 -0.839
C55 -5.992 0.980 4.942
H164 0.200 -2.103 -2.654
H165 1.408 8.698 0.063
H166 0.852 3.051 -7.726
H167 4.860 -5.593 -7.126
H168 -3.833 0.817 0.566
C56 -4.179 -9.338 -0.310
C57 4.639 -6.644 1.824
C58 -1.641 6.423 3.657
H169 1.137 -2.927 2.302
H170 -0.180 -3.169 -1.239
O9 3.096 2.201 5.382
H171 0.372 3.793 3.072
N27 -4.857 0.541 5.775
H172 -2.551 4.123 -4.005
C59 -2.057 -8.322 -3.926
N28 -6.218 0.009 -3.482
N29 3.922 -0.220 5.211
C60 4.388 0.687 8.059
H173 -5.123 -0.201 1.367
H174 4.843 -7.742 1.726
P8 2.227 -3.429 -7.053
P9 0.104 0.240 -0.993
C61 2.488 4.715 -3.596
N30 7.558 0.003 -0.406
H175 -3.271 -0.827 5.874
H176 0.709 -0.070 2.230
H177 5.264 -0.598 -3.554
H178 -6.132 3.997 8.603
C62 -0.524 -2.326 -1.884
C63 3.112 -0.807 -6.654
C64 -3.944 -0.378 5.107
H179 -5.919 -7.240 -2.302
N31 1.221 0.022 0.189
H180 3.341 5.347 2.973
H181 3.781 -1.189 -5.871
H182 -0.021 -4.806 -6.171
P10 2.736 -5.288 0.260
O10 -3.975 0.314 8.290
H183 2.027 -3.726 -3.409
H184 -3.321 -3.774 -2.418
C65 4.249 -1.515 5.693
H185 5.631 1.461 -2.448

Computed properties:
Energy, eV: -229973.8369
LUMO energy, eV: 0.4
SMILES string: CN(C)P(=O)(N(C)C)N(C)C.CN(C)P(=O)(N(C)C)N(C)C.CN(C)P(=O)(N(C)C)N(C)C.CN(C)P(=O)(N(C)C)N(C)C.CN(C)P(=O)(N(C)C)N(C)C.CN(C)P(=O)(N(C)C)N(C)C.CN(C)P(=O)(N(C)C)N(C)C.CN(C)P(=O)(N(C)C)N(C)C.CN(C)P(=O)(N(C)C)N(C)C.CN(C)P(=O)(N(C)C)N(C)C.c1ccncc1